98
Properties=species:S:1:pos:R:3:forces:R:3 method="wB97M-V/def2-TZVPD" lumo_ev=-5.324 e_homo_ev=-11.61 total_charge=+1 e_tot_ev=-52297.08966 de_lowest_kj_mol=0.00
C 7.69927 -1.09112 -3.96911 0.1 0.0 0.0
C 6.24846 -1.43516 -4.27186 -0.2 0.0 -0.1
C 5.30970 -1.10313 -3.10960 0.0 -0.1 -0.1
C 3.84610 -1.42312 -3.41461 0.1 0.1 0.1
C 2.90219 -1.08563 -2.25745 0.3 -0.1 0.0
C 1.45329 -1.42239 -2.55962 -0.6 0.1 0.4
Si 0.27983 -1.09921 -1.11607 0.0 -0.7 -0.1
C -1.49039 -1.61605 -1.52720 0.5 0.4 0.2
C -1.60395 -3.08751 -1.88153 -0.1 -0.3 -0.1
C -3.03272 -3.52994 -2.20883 0.1 -0.1 0.0
C -3.12291 -5.02136 -2.53543 -0.1 0.1 0.0
C -4.53855 -5.48294 -2.88519 0.0 0.2 0.0
C -4.60676 -6.97078 -3.19749 -0.1 -0.1 0.0
C 0.91039 -1.95161 0.44419 0.0 0.2 -0.5
C -0.00797 -1.81172 1.66444 -0.1 0.2 0.2
C -0.65104 -3.13278 2.10501 0.0 0.1 0.1
C 0.35960 -4.17063 2.60142 0.0 0.0 -0.1
C -0.29932 -5.48025 3.03834 -0.2 0.1 -0.1
C 0.71270 -6.53536 3.45917 0.0 -0.1 0.0
H 0.28427 0.34291 -0.85107 0.0 0.7 0.1
H 8.36316 -1.32454 -4.80534 -0.1 0.0 0.0
H 7.81502 -0.02818 -3.74648 0.0 0.0 0.0
H 8.06336 -1.64091 -3.09853 0.0 0.0 0.0
H 5.91329 -0.90241 -5.17277 0.1 0.0 0.2
H 6.15557 -2.50136 -4.52219 0.0 0.1 0.1
H 5.62776 -1.64926 -2.21200 0.0 0.0 -0.1
H 5.40796 -0.04167 -2.84786 0.0 0.0 -0.1
H 3.53002 -0.88586 -4.31781 0.0 0.1 0.1
H 3.74968 -2.48599 -3.67116 0.0 0.1 0.1
H 3.22438 -1.62188 -1.35523 0.0 0.0 -0.1
H 2.98658 -0.02128 -2.00074 0.1 0.0 -0.1
H 1.08882 -0.85130 -3.41651 0.0 0.0 -0.2
H 1.35545 -2.47779 -2.82323 0.1 -0.1 -0.1
H -2.11507 -1.37472 -0.66388 -0.2 0.0 0.0
H -1.83718 -0.98957 -2.35266 -0.1 0.0 -0.1
H -0.94707 -3.31040 -2.73262 -0.1 0.0 0.0
H -1.21046 -3.69509 -1.05626 -0.1 0.0 0.0
H -3.69750 -3.29327 -1.36833 0.1 -0.1 0.0
H -3.42003 -2.94057 -3.04978 0.1 -0.1 0.0
H -2.44445 -5.25656 -3.36549 -0.1 0.1 0.0
H -2.74555 -5.60549 -1.68628 -0.1 0.1 0.0
H -5.21634 -5.23809 -2.05579 0.1 -0.1 0.0
H -4.91091 -4.89906 -3.73824 0.1 -0.1 0.1
H -5.61955 -7.29549 -3.44868 0.1 0.1 0.0
H -3.96239 -7.22841 -4.04069 0.0 0.0 0.0
H -4.27301 -7.56956 -2.34739 0.0 0.0 0.0
H 1.05294 -2.99922 0.17197 0.1 -0.1 0.1
H 1.90589 -1.54172 0.63688 0.0 -0.1 0.1
H 0.55380 -1.39121 2.50954 0.0 -0.1 -0.1
H -0.78010 -1.06115 1.43987 -0.1 -0.2 0.2
H -1.38696 -2.94152 2.89627 0.1 0.0 0.0
H -1.23205 -3.55633 1.27751 0.1 0.0 -0.1
H 1.10075 -4.38112 1.82083 -0.1 0.0 0.0
H 0.94043 -3.74968 3.43157 -0.1 0.0 0.0
H -1.00389 -5.27719 3.85693 0.2 0.0 -0.1
H -0.92089 -5.86049 2.21569 0.1 0.0 0.1
H 0.23267 -7.46758 3.76641 0.0 0.1 0.0
H 1.39582 -6.77482 2.64144 0.0 0.0 0.0
H 1.32420 -6.19012 4.29556 0.0 0.0 0.0
C 4.90151 3.38334 4.98785 0.0 0.1 0.8
O 5.02500 3.07874 3.61815 -2.2 -0.1 -2.0
C 3.83355 3.05930 2.89993 1.3 0.1 0.5
C 3.93296 2.97284 1.50291 0.6 0.0 0.0
C 2.82371 2.98684 0.70716 0.0 -0.1 0.2
C 1.52889 3.10819 1.26211 -0.5 -0.1 -0.2
C 0.41466 3.13762 0.38515 0.2 0.4 0.7
C -0.91199 3.57238 0.62223 0.0 0.1 0.1
C -1.90708 3.27623 -0.33581 0.3 0.0 0.1
C -3.19498 3.69923 -0.17330 -0.9 0.2 0.1
C -3.57514 4.48243 0.92560 -0.9 0.6 0.0
O -4.92152 4.90244 1.03157 1.7 -0.3 -0.3
C -5.19944 6.28834 1.15780 0.4 0.8 0.0
C -5.71806 6.97956 0.06060 0.4 -1.2 0.2
C -5.89995 8.34060 0.11302 0.0 0.3 0.1
C -5.56985 9.03907 1.25793 -0.1 0.2 0.1
C -5.09651 8.36469 2.36734 -0.1 0.4 -0.1
C -4.92933 7.00092 2.32688 0.0 -1.1 -0.3
C -2.58604 4.81517 1.86110 -0.6 0.3 0.2
C -1.29828 4.37580 1.71996 0.1 -0.2 -0.2
C 1.43121 3.13559 2.67379 0.0 0.0 -0.3
C 2.54726 3.10714 3.46440 0.3 0.0 0.5
H 5.90406 3.46004 5.40956 -0.1 -0.1 -0.2
H 4.39236 4.33907 5.11420 0.0 0.0 0.1
H 4.36171 2.59390 5.51046 0.0 0.0 0.1
H 4.91866 2.90625 1.07546 0.2 0.0 -0.1
H 2.93161 2.91873 -0.36217 0.1 0.0 -0.2
H 0.61758 2.82719 -0.62657 0.1 -0.2 -0.3
H -1.63206 2.71276 -1.21163 0.0 -0.2 -0.2
H -3.94431 3.46408 -0.90584 -0.2 -0.1 -0.2
H -5.95486 6.42297 -0.82822 0.0 -0.1 -0.3
H -6.28084 8.86630 -0.74638 -0.1 0.0 -0.1
H -5.70010 10.10799 1.29253 0.0 0.2 0.0
H -4.84400 8.91236 3.26037 0.0 0.0 0.2
H -4.60619 6.46454 3.19996 0.1 -0.1 0.3
H -2.85361 5.43478 2.69709 0.1 0.1 0.1
H -0.55653 4.69766 2.42480 0.1 0.2 0.2
H 0.45970 3.11232 3.13404 -0.1 -0.1 0.2
H 2.43996 3.08123 4.53394 -0.1 0.1 0.2